Formula: C4H11N3O2
Source: OMol25
Level of theory: ωB97M-V/def2-TZVPD

LUMO level: 0.651 eV
SMILES string: [H]/N=C(\N)NC.CC(=O)O
HOMO-LUMO gap: 9.8 eV
energy above the lowest of the compared OMol25 structures with the same formula, charge and spin: 220.51 kJ/mol
HOMO level: -9.19 eV
E_tot: -473.7188 hartree

```
! wB97M-V def2-TZVPD RIJCOSX def2/J DEFGRID3
* xyz 0 1
H -0.14 1.43 1.35
N -0.58 0.67 0.87
C -1.53 -0.02 1.52
N -1.73 0.11 2.87
N -2.46 -0.89 0.83
C -1.80 -1.40 -0.49
H -0.84 0.19 3.62
H -2.38 -0.37 3.33
H -2.90 -1.60 1.37
H -2.13 -2.46 -0.67
H -0.65 -1.44 -0.42
H -2.08 -0.64 -1.23
C 3.18 1.06 -2.16
C 2.24 0.55 -1.08
O 2.64 0.26 0.03
O 0.96 0.62 -1.42
H 2.52 1.67 -2.88
H 3.50 0.10 -2.69
H 3.90 1.85 -1.88
H 0.27 0.32 -0.86
*
```

***

Formula: C21H23N3O
Source: OMol25
Level of theory: ωB97M-V/def2-TZVPD

LUMO level: 0.570 eV
SMILES string: C/C(=N/N1CCN(Cc2cccc3ccccc23)CC1)c1ccco1
HOMO-LUMO gap: 8.0 eV
energy above the lowest of the compared OMol25 structures with the same formula, charge and spin: 360.56 kJ/mol
HOMO level: -7.38 eV
E_tot: -1053.4634 hartree

```
! wB97M-V def2-TZVPD RIJCOSX def2/J DEFGRID3
* xyz 0 1
C 3.21 1.57 1.55
C 2.54 0.79 0.44
N 2.70 -0.47 0.51
N 2.45 -1.45 -0.34
C 1.67 -1.42 -1.56
C 0.29 -2.07 -1.32
N 0.05 -2.15 0.11
C -1.34 -2.39 0.45
C -2.20 -1.20 0.09
C -3.21 -1.35 -0.83
C -4.01 -0.26 -1.20
C -3.78 0.98 -0.67
C -2.75 1.17 0.27
C -2.48 2.45 0.81
C -1.48 2.63 1.72
C -0.69 1.54 2.12
C -0.92 0.29 1.61
C -1.94 0.07 0.66
C 0.96 -3.08 0.73
C 2.40 -2.76 0.28
C 1.82 1.64 -0.50
C 0.58 1.56 -1.10
C 0.37 2.80 -1.75
C 1.48 3.55 -1.51
O 2.35 2.87 -0.75
H 4.00 2.19 1.14
H 3.63 0.88 2.27
H 2.49 2.22 2.04
H 1.57 -0.39 -1.89
H 2.22 -1.97 -2.32
H 0.25 -3.08 -1.78
H -0.50 -1.47 -1.78
H -1.73 -3.30 -0.04
H -1.39 -2.55 1.53
H -3.40 -2.31 -1.27
H -4.80 -0.41 -1.92
H -4.38 1.83 -0.96
H -3.10 3.28 0.50
H -1.28 3.61 2.13
H 0.09 1.69 2.84
H -0.29 -0.53 1.90
H 0.71 -4.13 0.47
H 0.87 -2.97 1.81
H 3.08 -2.75 1.13
H 2.75 -3.49 -0.45
H -0.12 0.75 -1.04
H -0.50 3.08 -2.32
H 1.76 4.54 -1.81
*
```

***

Formula: H80O40
Source: OMol25
Level of theory: ωB97M-V/def2-TZVPD

<S²>: 0.75
LUMO level (alpha / beta): 1.363 / 1.324 eV
HOMO-LUMO gap (alpha / beta): 2.1 / 9.7 eV
energy above the lowest of the compared OMol25 structures with the same formula, charge and spin: 909.91 kJ/mol
HOMO level (alpha / beta): -0.75 / -8.33 eV
E_tot: -3057.2060 hartree

```
! wB97M-V def2-TZVPD RIJCOSX def2/J DEFGRID3
* xyz -1 2
H 3.90 -1.20 3.52
H 3.42 -2.62 3.28
O 4.08 -2.12 3.73
H -5.51 -1.47 -0.41
H -4.26 -2.07 -1.13
O -5.13 -2.26 -0.48
H 1.41 -0.26 2.73
H 0.32 0.82 2.96
O 0.68 0.08 3.54
H 1.84 -4.97 0.73
H 1.26 -5.63 2.10
O 1.41 -5.73 1.17
H -4.04 -4.96 -0.58
H -3.35 -3.95 -0.01
O -3.28 -4.24 -0.82
H 5.52 2.40 0.64
O 5.48 1.46 0.70
H 5.19 -1.49 1.23
O 5.45 -0.99 1.97
H 5.20 1.02 -2.02
H 4.22 0.40 -1.10
O 4.34 1.21 -1.59
H -2.46 -5.09 2.63
H -2.55 -4.21 3.89
O -2.93 -4.37 2.99
H 3.50 0.17 -5.60
H 2.44 0.90 -5.84
O 2.90 0.19 -6.28
H 0.36 -4.66 -1.26
H -0.75 -4.70 -2.38
O 0.03 -4.17 -2.01
H 1.46 -4.69 -3.11
O 2.30 -5.10 -3.19
H -0.04 5.36 -3.39
H -0.40 4.39 -4.65
O 0.32 5.04 -4.26
H 0.48 -0.71 6.52
H 0.14 0.49 5.73
O 0.48 0.24 6.57
H -4.05 2.04 4.06
H -3.69 0.56 4.16
O -3.23 1.42 4.16
H -2.24 2.81 -5.01
H -1.86 1.25 -4.87
O -2.21 2.03 -4.53
H -3.08 -2.26 5.74
H -2.39 -3.18 4.76
O -2.59 -3.00 5.67
H -0.48 3.68 0.99
H -0.32 5.12 1.65
O -0.06 4.50 0.97
H 0.31 1.70 -1.89
O -0.27 1.44 -1.21
H -5.63 3.32 1.29
H -6.40 2.01 1.00
O -6.36 2.78 1.48
H -1.68 -0.34 3.97
O -1.43 -1.08 4.58
H 2.00 4.73 -4.25
H 3.22 4.56 -3.48
O 2.92 4.36 -4.39
H 3.78 1.14 1.95
H 3.39 0.17 0.56
O 3.15 0.36 1.49
H -1.37 1.28 1.95
H -0.28 1.29 0.61
O -0.79 1.75 1.39
H -4.35 -0.27 2.44
H -5.35 -1.51 1.90
O -5.13 -0.52 2.08
H -5.05 0.14 -4.86
H -4.40 1.55 -5.00
O -4.79 0.95 -4.40
H -3.66 0.13 -2.48
H -2.62 1.10 -2.06
O -2.82 0.20 -1.96
H 4.73 4.43 1.03
H 5.01 4.46 -0.39
O 4.63 3.92 0.22
H -1.38 4.83 -0.85
H -2.19 3.83 -1.21
O -1.67 4.42 -1.58
H -0.69 -1.54 1.25
H -1.02 -3.11 1.09
O -0.23 -2.48 1.35
H 2.71 3.65 -0.22
H 3.40 2.39 -0.94
O 2.63 3.02 -0.95
H -3.18 -2.50 2.19
O -2.82 -1.62 2.54
H 1.13 -3.03 0.45
H 2.35 -2.62 -0.34
O 2.12 -3.21 0.38
H -0.86 0.63 -1.18
H 5.10 1.09 1.57
H -0.48 -1.12 4.74
H 6.43 -1.06 1.81
H 2.91 -4.51 -2.69
H -2.27 -1.93 3.32
O 2.90 1.33 3.94
H 3.73 0.89 3.56
H 2.32 0.54 4.10
O -0.79 -1.62 -1.19
H -1.08 -0.90 -1.73
H -1.28 -2.41 -1.52
O 4.88 1.79 -4.50
H 4.82 1.01 -5.05
H 4.19 2.24 -4.16
O 2.09 -0.91 -1.24
H 1.42 -0.31 -0.79
H 1.48 -1.41 -1.77
O -3.86 -2.38 -2.64
H -2.96 -2.07 -3.06
H -4.48 -2.44 -3.34
O -3.61 2.89 0.47
H -3.03 2.12 0.29
H -3.38 3.04 1.47
O 2.18 0.53 -3.52
H 2.30 1.35 -3.23
H 2.22 0.06 -2.66
*
```